Run one
Below is the molecule C4H9NOS, with properties calculated with ωB97M-V/def2-TZVPD.

Atoms and positions in Å:
1 O 0.593 -1.897 0.419
2 C 1.095 -0.959 -0.549
3 C 1.051 0.455 -0.068
4 N 0.582 0.855 1.300
5 C -0.197 1.288 0.112
6 C -1.575 0.759 -0.381
7 S -2.384 -0.753 0.318
8 H 1.229 -1.836 1.177
9 H 2.144 -1.178 -0.777
10 H 0.471 -1.008 -1.429
11 H 1.929 1.004 -0.383
12 H 0.114 0.044 1.701
13 H -0.041 2.370 -0.048
14 H -1.550 0.645 -1.469
15 H -2.224 1.608 -0.147
16 H -1.237 -1.397 0.225

Results
- HOMO: -9.036 eV
- Lowest unoccupied orbital energy: 0.73 eV
- SMILES: OC[C@@H]1N[C@@H]1CS

***

Run two
Below is the molecule C4H9NOS, with properties calculated with ωB97M-V/def2-TZVPD.

Atoms and positions in Å:
1 C 0.428 -1.590 -0.321
2 C -0.873 -1.506 0.439
3 C 0.134 0.779 -0.378
4 C 0.644 2.121 0.227
5 N 1.138 -0.332 -0.200
6 O -2.419 0.126 -0.765
7 S -1.490 0.223 0.356
8 H 1.047 -2.346 0.204
9 H 0.206 -1.429 -1.370
10 H -1.586 -2.064 -0.161
11 H -0.690 -1.852 1.546
12 H -0.106 0.731 -1.522
13 H 0.539 2.181 1.254
14 H -0.070 2.958 -0.047
15 H 1.628 2.326 -0.072
16 H 1.470 -0.325 0.808

Results
- HOMO: -8.839 eV
- Lowest unoccupied orbital energy: 0.69 eV

***

Energy ordering: run one at the bottom, the next structure 7.0 kcal/mol above.

***

Run one
Below is a cluster of 6 separate species, H12O6 in total, with properties calculated with ωB97M-V/def2-TZVPD.

Atoms and positions in Å:
1 O -1.938 -0.967 2.444
2 H -1.753 -1.056 1.509
3 H -1.497 -0.158 2.701
4 O -0.109 -3.063 -0.960
5 H 0.802 -3.078 -1.252
6 H -0.397 -3.974 -1.023
7 O -2.195 1.563 -0.244
8 H -1.549 2.197 0.067
9 H -1.719 0.733 -0.277
10 O -0.409 -0.554 0.120
11 H 0.491 -0.236 0.191
12 H -0.335 -1.379 -0.359
13 O 0.955 2.848 0.025
14 H 1.462 3.010 0.821
15 H 1.245 1.986 -0.273
16 O 2.057 0.738 -0.872
17 H 2.951 1.078 -0.898
18 H 1.938 0.312 -1.721

Results
- HOMO: -10.140 eV
- Lowest unoccupied orbital energy: -0.29 eV
- SMILES: O.O.O.O.O.O

***

Run two
Below is a cluster of 6 separate species, H12O6 in total, with properties calculated with ωB97M-V/def2-TZVPD.

Atoms and positions in Å:
1 O 2.067 2.348 -1.660
2 H 1.577 1.811 -0.995
3 H 3.003 1.995 -1.502
4 O -2.335 -2.033 1.316
5 H -1.577 -2.272 0.787
6 H -2.816 -1.219 0.940
7 O 0.027 -2.185 -0.264
8 H -0.240 -2.157 -1.251
9 H 0.945 -2.465 -0.437
10 O 1.127 -0.381 2.411
11 H 2.078 -0.652 2.411
12 H 0.923 -0.321 1.466
13 O 0.709 0.483 -0.105
14 H 0.315 -0.385 -0.416
15 H -0.108 1.213 -0.181
16 O -1.619 2.169 -0.733
17 H -2.390 2.266 -0.201
18 H -1.687 1.786 -1.587

Results
- HOMO: -10.506 eV
- Lowest unoccupied orbital energy: -0.27 eV
- SMILES: O.O.O.O.O.O

***

Run three
Below is a cluster of 6 separate species, H12O6 in total, with properties calculated with ωB97M-V/def2-TZVPD.

Atoms and positions in Å:
1 O 26.278 15.209 13.858
2 H 25.949 15.960 14.397
3 H 26.435 15.377 12.991
4 O 23.989 13.563 13.127
5 H 24.704 14.009 13.261
6 H 24.001 12.694 12.855
7 O 22.453 14.201 15.097
8 H 22.607 13.582 15.755
9 H 23.038 13.991 14.307
10 O 23.262 14.749 10.809
11 H 23.598 14.231 10.010
12 H 23.573 14.293 11.589
13 O 26.311 12.014 11.850
14 H 26.126 11.567 11.165
15 H 26.635 12.940 11.647
16 O 22.579 11.148 11.789
17 H 21.755 11.229 11.254
18 H 22.166 10.728 12.544

Results
- HOMO: -10.328 eV
- Lowest unoccupied orbital energy: 0.23 eV
- SMILES: O.O.O.O.O.O

***

Energy ordering: run one at the bottom, the next structure 18.7 kcal/mol above.

***

Run one
Below is a cluster of 6 separate species, H12O6 in total, with properties calculated with ωB97M-V/def2-TZVPD.

Atoms and positions in Å:
1 O 1.240 -1.387 -3.021
2 H 1.185 -0.547 -2.627
3 H 0.498 -1.482 -3.552
4 O -1.570 2.694 0.204
5 H -2.460 2.734 0.710
6 H -1.428 1.703 0.197
7 O -0.304 0.082 2.626
8 H 0.181 -0.753 2.980
9 H -0.621 0.376 3.453
10 O -0.439 0.300 -0.025
11 H -0.635 0.094 0.830
12 H 0.314 0.490 -0.300
13 O -0.836 -2.559 0.127
14 H -1.652 -2.566 0.441
15 H -0.809 -1.634 -0.102
16 O 2.106 0.666 -0.700
17 H 2.761 0.338 -0.150
18 H 2.470 1.449 -1.093

Results
- HOMO: -10.572 eV
- Lowest unoccupied orbital energy: 0.23 eV
- SMILES: O.O.O.O.O.O

***

Run two
Below is a cluster of 6 separate species, H12O6 in total, with properties calculated with ωB97M-V/def2-TZVPD.

Atoms and positions in Å:
1 O 16.979 -16.176 6.392
2 H 16.419 -15.563 6.814
3 H 17.425 -16.674 7.094
4 O 18.097 -16.035 9.430
5 H 17.206 -16.352 9.296
6 H 18.054 -15.248 9.992
7 O 15.536 -17.157 9.708
8 H 15.235 -16.343 9.237
9 H 15.271 -17.014 10.628
10 O 15.136 -14.840 8.318
11 H 15.039 -14.037 8.794
12 H 14.303 -14.783 7.912
13 O 18.674 -13.869 7.859
14 H 18.997 -13.333 8.554
15 H 18.291 -14.606 8.316
16 O 16.876 -14.247 11.277
17 H 16.209 -14.410 11.940
18 H 16.462 -13.569 10.771

Results
- HOMO: -10.675 eV
- Lowest unoccupied orbital energy: -0.55 eV
- SMILES: O.O.O.O.O.O

***

Energy ordering: run two at the bottom, the next structure 28.8 kcal/mol above.

***

Run one
Below is a cluster of 2 separate species, C4H9N2S in total, with properties calculated with ωB97M-V/def2-TZVPD.

Atoms and positions in Å:
1 C -1.670 -2.613 0.004
2 C -0.803 -0.335 0.023
3 C 1.521 -0.461 0.170
4 C 0.430 1.789 0.199
5 N -1.071 -1.555 -0.265
6 N 0.276 0.386 0.279
7 S -2.839 1.173 -0.110
8 H -2.194 -2.686 1.011
9 H -1.658 -3.373 -0.788
10 H 1.481 -1.266 0.835
11 H 1.403 -1.124 -0.827
12 H 2.381 0.189 0.288
13 H 1.490 1.870 0.355
14 H 0.020 2.217 -0.677
15 H -0.110 2.338 0.911
16 H -2.485 1.563 1.189

Results
- HOMO: -13.851 eV
- Lowest unoccupied orbital energy: -6.35 eV
- Total charge: +1

***

Run two
Below is the ion C4H9N2S with charge +1, with properties calculated with ωB97M-V/def2-TZVPD.

Atoms and positions in Å:
1 C 0.809 2.198 -1.597
2 N 0.288 1.217 -0.969
3 C 0.542 -0.158 -0.933
4 C -0.632 -0.924 -0.351
5 N -1.068 -0.423 0.857
6 C -0.258 -0.896 1.989
7 S -2.233 0.623 0.972
8 H 0.296 3.191 -1.422
9 H 1.855 2.113 -2.072
10 H 1.367 -0.329 -0.154
11 H 0.795 -0.734 -1.895
12 H -1.397 -0.779 -1.094
13 H -0.407 -2.103 -0.279
14 H -0.298 -1.925 2.248
15 H 0.848 -0.740 1.865
16 H -0.506 -0.330 2.835

Results
- HOMO (spin up / spin down): -13.549 / -13.550 eV
- Lowest unoccupied orbital energy (spin up / spin down): -7.02 / -7.02 eV
- SMILES: C=NCC[N+](C)=S
- Total charge: +1

***

Energy ordering: run two at the bottom, the next structure 17.2 kcal/mol above.

***

Run one
Below is a cluster of 4 separate species, C5H14O3 in total, with properties calculated with ωB97M-V/def2-TZVPD.

Atoms and positions in Å:
1 C -1.870 -0.037 -2.593
2 C -0.718 0.414 -2.100
3 C -0.156 0.038 -0.787
4 C -0.176 -1.228 -0.381
5 C 0.465 1.133 0.024
6 H -2.452 -0.822 -2.128
7 H -2.210 0.351 -3.544
8 H -0.136 1.058 -2.755
9 H 0.189 -1.561 0.572
10 H -0.540 -2.014 -1.032
11 H -0.278 1.824 0.437
12 H 1.048 1.817 -0.574
13 H 1.028 0.710 0.849
14 O -0.789 -3.651 2.751
15 H -1.193 -3.879 3.592
16 H -0.949 -4.397 2.165
17 O -0.865 2.909 4.827
18 H -1.568 2.383 4.419
19 H -0.693 3.579 4.155
20 O 4.060 0.696 -2.954
21 H 4.464 0.619 -2.080
22 H 3.339 0.058 -2.863

Results
- HOMO: -9.027 eV
- Lowest unoccupied orbital energy: 0.62 eV
- SMILES: C=CC(=C)C.O.O.O

***

Run two
Below is a cluster of 4 separate species, C5H14O3 in total, with properties calculated with ωB97M-V/def2-TZVPD.

Atoms and positions in Å:
1 C 1.636 -1.220 -1.488
2 C 0.337 -0.977 -1.598
3 C -0.177 0.394 -1.673
4 C -0.911 0.946 -0.707
5 C -1.213 2.383 -0.635
6 H 2.076 -2.178 -1.249
7 H 2.345 -0.426 -1.708
8 H -0.400 -1.771 -1.699
9 H 0.309 0.968 -2.458
10 H -1.192 0.318 0.136
11 H -0.274 2.912 -0.827
12 H -1.584 2.786 0.330
13 H -2.039 2.903 -1.129
14 O 2.481 0.405 2.603
15 H 3.451 0.538 2.562
16 H 2.511 -0.571 2.702
17 O -0.976 -4.118 -0.455
18 H -0.348 -4.380 -1.152
19 H -1.638 -3.481 -0.670
20 O -1.504 1.335 3.357
21 H -1.864 2.224 3.146
22 H -1.027 1.010 2.613

Results
- HOMO: -9.059 eV
- Lowest unoccupied orbital energy: 0.69 eV
- SMILES: C=C/C=C/C.O.O.O

***

Energy ordering: run one at the bottom, the next structure 20.4 kcal/mol above.

***

Run one
Below is a cluster of 2 separate species, C6H9N2O in total, with properties calculated with ωB97M-V/def2-TZVPD.

Atoms and positions in Å:
1 C 1.007 -2.062 -0.665
2 C 0.627 -2.098 0.643
3 C 0.559 -0.981 -1.546
4 C -0.175 -1.100 1.384
5 C -0.693 -0.802 -1.243
6 C -1.161 -0.280 0.917
7 N 0.761 1.607 -0.658
8 N -1.771 0.638 1.621
9 O -1.669 -0.586 -0.486
10 H 1.595 -2.856 -1.110
11 H 1.087 -2.932 1.215
12 H 1.127 -0.565 -2.394
13 H 0.061 -0.881 2.387
14 H -0.191 2.107 -0.577
15 H 1.338 1.878 -1.355
16 H 1.141 1.855 0.287
17 H -1.447 1.063 2.483
18 H -2.731 0.799 1.460

Results
- HOMO (spin up / spin down): -12.947 / -12.947 eV
- Lowest unoccupied orbital energy (spin up / spin down): -4.67 / -4.67 eV
- Total charge: +1

***

Run two
Below is a cluster of 2 separate species, C6H9N2O in total, with properties calculated with ωB97M-V/def2-TZVPD.

Atoms and positions in Å:
1 C 1.792 1.028 -0.140
2 C 1.763 -0.349 -0.037
3 C -0.318 0.251 -0.161
4 C -2.573 -0.386 -0.021
5 C 2.966 -1.282 -0.015
6 C -3.365 0.750 0.266
7 N 0.382 1.363 -0.207
8 N 0.472 -0.800 -0.042
9 O -2.517 -1.534 -0.129
10 H 2.617 1.684 -0.414
11 H 3.838 -0.577 -0.011
12 H 2.889 -1.840 0.973
13 H 2.817 -1.890 -0.995
14 H -3.862 0.480 1.264
15 H -4.188 0.818 -0.481
16 H -2.916 1.776 0.400
17 H 0.000 2.308 -0.320
18 H 0.202 -1.802 0.070

Results
- HOMO: -12.977 eV
- Lowest unoccupied orbital energy: -3.66 eV
- Total charge: +1

***

Energy ordering: run two at the bottom, the next structure 57.3 kcal/mol above.